ORCA calculation (the ωB97M-V functional and the def2-TZVPD basis) on a 4-piece molecular cluster, C18H32N5O3S overall.

Summary:
highest occupied orbital energy = -0.4282 hartree
LUMO = -4.5 eV
gap between HOMO and LUMO = 7.175 eV
charge = +1

Each line ends with the natural charge from an NBO analysis.
Atoms and positions in Å:
N (2.176, 1.070, 2.768)  -0.590
N (0.892, 1.504, 2.459)  -0.167
C (0.274, 2.891, 2.428)  0.189
N (-1.216, 2.916, 2.068)  -0.521
C (-1.487, 1.427, 1.877)  0.176
C (-2.906, 0.658, 1.508)  0.088
C (-3.865, 0.183, 2.733)  -0.223
C (-5.314, -0.617, 2.595)  -0.182
C (-5.685, -0.894, 0.987)  -0.229
C (-4.595, -0.337, -0.087)  0.008
N (-3.293, 0.363, 0.100)  -0.416
C (-0.167, 0.475, 2.098)  0.284
N (-0.051, -1.039, 1.971)  -0.530
C (0.663, -1.254, 0.786)  0.297
S (1.575, -1.356, -0.681)  0.206
H (2.537, 1.540, 3.641)  0.395
H (2.114, 0.046, 3.053)  0.403
H (0.910, 3.837, 2.694)  0.275
H (-1.882, 3.714, 1.977)  0.491
H (-3.486, 0.422, 3.835)  0.268
H (-5.988, -0.951, 3.491)  0.262
H (-6.679, -1.467, 0.678)  0.264
H (-4.898, -0.527, -1.228)  0.236
C (4.589, -0.322, -4.101)  -0.632
C (4.658, -1.834, -3.960)  0.092
C (3.793, -2.528, -5.000)  -0.630
O (4.220, -2.208, -2.656)  -0.711
H (3.564, 0.039, -3.955)  0.194
H (5.206, 0.164, -3.338)  0.216
H (4.934, -0.001, -5.088)  0.214
H (5.697, -2.166, -4.065)  0.185
H (2.740, -2.245, -4.886)  0.198
H (3.843, -3.615, -4.879)  0.221
H (4.115, -2.273, -6.015)  0.219
H (3.298, -1.917, -2.555)  0.438
C (-1.293, -1.917, 7.111)  -0.630
C (-2.508, -1.403, 6.355)  0.092
C (-3.561, -2.488, 6.196)  -0.629
O (-2.104, -0.945, 5.067)  -0.741
H (-0.818, -2.746, 6.573)  0.200
H (-0.538, -1.130, 7.207)  0.213
H (-1.568, -2.263, 8.112)  0.222
H (-2.938, -0.548, 6.887)  0.179
H (-3.167, -3.336, 5.625)  0.204
H (-4.424, -2.107, 5.639)  0.208
H (-3.904, -2.851, 7.169)  0.222
H (-1.721, -1.697, 4.587)  0.468
C (1.315, 3.486, -6.459)  -0.630
C (1.184, 2.087, -5.878)  0.093
C (1.563, 2.061, -4.406)  -0.627
O (2.030, 1.195, -6.599)  -0.716
H (2.349, 3.844, -6.390)  0.199
H (1.052, 3.487, -7.522)  0.226
H (0.664, 4.193, -5.936)  0.209
H (0.155, 1.733, -6.000)  0.179
H (2.605, 2.368, -4.264)  0.200
H (1.475, 1.046, -4.004)  0.204
H (0.919, 2.726, -3.821)  0.208
H (2.946, 1.502, -6.497)  0.459

Forces on atoms 1 to 2 (eV/Å):
N 0.8393 -0.3196 1.7273
N -6.4788 1.3226 -1.0560


ORCA calculation (the ωB97M-V functional and the def2-TZVPD basis) on a 7-piece molecular cluster, C18H32N8O13 overall.

Summary:
highest occupied orbital energy = -0.3144 hartree
LUMO = -0.4 eV
gap between HOMO and LUMO = 8.109 eV
charge = 0
SMILES string = OCCCCc1ccc2nccnc2c1.C[N+](=O)[O-].C[N+](=O)[O-].C[N+](=O)[O-].C[N+](=O)[O-].C[N+](=O)[O-].C[N+](=O)[O-]

Each line ends with the Löwdin charge.
Atoms and positions in Å:
O (3.364, -0.200, 0.659)  -0.109
C (4.277, 0.671, -0.035)  -0.234
C (3.533, 1.443, -1.230)  -0.162
C (3.369, 2.988, -0.928)  -0.176
C (1.941, 3.433, -0.383)  -0.152
C (1.050, 2.262, 0.182)  -0.176
C (1.220, 1.840, 1.612)  -0.018
C (0.369, 0.794, 2.124)  -0.006
C (-0.676, 0.114, 1.288)  -0.200
N (-1.418, -0.890, 1.899)  0.093
C (-2.305, -1.463, 1.045)  -0.083
C (-2.468, -1.045, -0.374)  -0.104
N (-1.748, -0.083, -1.015)  0.096
C (-0.847, 0.493, -0.127)  -0.190
C (0.030, 1.596, -0.659)  0.047
H (3.555, -1.131, 0.468)  0.083
H (4.798, 1.406, 0.631)  0.084
H (5.045, -0.005, -0.524)  0.119
H (4.257, 1.370, -2.101)  0.106
H (2.601, 0.920, -1.561)  0.107
H (3.525, 3.535, -1.904)  0.103
H (4.143, 3.290, -0.176)  0.102
H (2.136, 4.133, 0.488)  0.109
H (1.332, 4.038, -1.110)  0.083
H (1.997, 2.380, 2.209)  0.117
H (0.485, 0.461, 3.190)  0.101
H (-2.958, -2.277, 1.437)  0.106
H (-3.230, -1.602, -0.988)  0.077
H (-0.082, 1.935, -1.724)  0.101
C (1.345, -2.479, 3.920)  0.035
N (2.098, -1.733, 4.965)  -0.451
O (2.911, -0.907, 4.589)  0.045
O (1.846, -2.004, 6.123)  0.063
H (1.670, -2.136, 2.942)  0.085
H (1.564, -3.537, 4.051)  0.100
H (0.286, -2.273, 4.068)  0.094
C (-4.833, -3.589, -3.466)  0.046
N (-4.366, -3.777, -2.066)  -0.420
O (-4.789, -3.002, -1.218)  0.025
O (-3.591, -4.695, -1.868)  0.066
H (-5.514, -2.746, -3.502)  0.072
H (-3.957, -3.403, -4.082)  0.107
H (-5.339, -4.506, -3.764)  0.105
C (0.361, 6.201, -3.944)  0.045
N (0.619, 4.737, -3.906)  -0.443
O (1.462, 4.297, -4.662)  0.075
O (-0.038, 4.084, -3.114)  0.037
H (1.013, 6.651, -4.688)  0.095
H (-0.684, 6.343, -4.209)  0.101
H (0.575, 6.598, -2.953)  0.101
C (6.847, 0.536, 3.788)  0.050
N (7.508, 1.131, 2.595)  -0.441
O (8.697, 1.369, 2.672)  0.073
O (6.803, 1.337, 1.624)  0.044
H (7.589, 0.409, 4.571)  0.094
H (6.063, 1.221, 4.105)  0.103
H (6.433, -0.424, 3.489)  0.102
C (-4.517, 1.074, -2.520)  0.052
N (-5.354, 0.209, -3.392)  -0.430
O (-6.545, 0.444, -3.439)  0.076
O (-4.783, -0.680, -4.003)  0.032
H (-5.156, 1.813, -2.046)  0.099
H (-4.048, 0.436, -1.778)  0.059
H (-3.773, 1.554, -3.152)  0.106
C (-5.307, -5.479, 1.085)  0.034
N (-4.837, -5.673, 2.482)  -0.451
O (-5.258, -4.905, 3.327)  0.061
O (-4.062, -6.590, 2.679)  0.061
H (-5.988, -4.633, 1.059)  0.092
H (-4.433, -5.288, 0.465)  0.075
H (-5.816, -6.392, 0.781)  0.102

Forces on atoms 1 to 2 (eV/Å):
O 0.1962 0.1445 0.3831
C -0.3005 -0.7051 -1.8789


ORCA calculation (the ωB97M-V functional and the def2-TZVPD basis) on an isolated ion of composition C18H32NO2S and charge +1.

Summary:
highest occupied orbital energy = -0.3805 hartree
LUMO = -2.7 eV
gap between HOMO and LUMO = 7.625 eV
charge = +1
SMILES string = CCCCCCCSc1cc(OC)c(CC[NH2+]C)cc1OC

Each line ends with the natural charge from an NBO analysis.
Atoms and positions in Å:
C (3.425, 3.930, -0.823)  -0.600
C (3.234, 2.499, -0.332)  -0.391
C (4.571, 1.777, -0.178)  -0.391
C (4.422, 0.306, 0.214)  -0.398
C (3.970, 0.117, 1.662)  -0.402
C (3.741, -1.352, 2.035)  -0.413
C (2.299, -1.816, 1.877)  -0.487
S (1.815, -1.880, 0.110)  0.257
C (0.068, -1.682, 0.080)  -0.202
C (-0.440, -1.042, -1.046)  -0.298
C (-1.799, -0.878, -1.228)  0.324
O (-2.347, -0.244, -2.347)  -0.569
C (-1.488, 0.057, -3.435)  -0.256
C (-2.695, -1.335, -0.261)  -0.108
C (-4.190, -1.183, -0.410)  -0.439
C (-4.663, 0.257, -0.195)  -0.218
N (-4.474, 1.049, -1.438)  -0.527
C (-4.470, 2.506, -1.239)  -0.424
C (-2.182, -1.971, 0.864)  -0.283
C (-0.821, -2.178, 1.050)  0.360
O (-0.289, -2.849, 2.098)  -0.503
C (-1.144, -3.414, 3.065)  -0.256
H (4.039, 4.491, -0.123)  0.207
H (3.919, 3.938, -1.791)  0.203
H (2.467, 4.438, -0.920)  0.201
H (2.709, 2.519, 0.625)  0.190
H (2.611, 1.949, -1.043)  0.183
H (5.104, 1.832, -1.129)  0.202
H (5.177, 2.293, 0.569)  0.197
H (5.386, -0.191, 0.087)  0.203
H (3.713, -0.174, -0.463)  0.204
H (4.739, 0.534, 2.315)  0.210
H (3.051, 0.678, 1.842)  0.192
H (4.397, -1.991, 1.441)  0.209
H (3.998, -1.503, 3.086)  0.222
H (2.172, -2.818, 2.286)  0.228
H (1.614, -1.129, 2.370)  0.214
H (0.272, -0.691, -1.773)  0.238
H (-0.773, 0.839, -3.172)  0.191
H (-2.136, 0.408, -4.237)  0.204
H (-0.955, -0.834, -3.768)  0.206
H (-4.677, -1.819, 0.329)  0.247
H (-4.504, -1.529, -1.398)  0.225
H (-5.716, 0.288, 0.091)  0.225
H (-4.074, 0.720, 0.599)  0.227
H (-3.559, 0.706, -1.861)  0.473
H (-5.209, 0.794, -2.105)  0.424
H (-5.402, 2.829, -0.778)  0.231
H (-3.642, 2.784, -0.590)  0.232
H (-4.354, 3.015, -2.193)  0.235
H (-2.880, -2.343, 1.597)  0.222
H (-1.825, -4.145, 2.620)  0.183
H (-1.717, -2.645, 3.593)  0.178
H (-0.488, -3.918, 3.772)  0.215

Forces on atoms 1 to 2 (eV/Å):
C -0.1582 -0.1892 0.0728
C 0.2819 0.1496 -0.0042


ORCA calculation (the ωB97M-V functional and the def2-TZVPD basis) on C18H32Pt as an isolated structure.

Summary:
highest occupied orbital energy (alpha / beta) = -0.5864 / -0.6552 hartree
LUMO (alpha / beta) = -6.9 / -11.6 eV
gap between HOMO and LUMO (alpha / beta) = 9.059 / 6.265 eV
multiplicity = 5
charge = +2
<S²> = 6.01

Each line ends with the Löwdin spin population.
Atoms and positions in Å:
Pt (0.413, 2.408, -0.364)  1.344
C (1.141, 0.625, 0.077)  0.264
C (0.105, -0.069, 0.837)  0.390
C (-0.672, -0.834, -0.073)  0.385
C (-0.265, -0.399, -1.366)  0.431
C (0.858, 0.463, -1.356)  0.261
C (1.850, 0.650, -2.505)  0.021
C (2.539, 2.006, -2.366)  0.026
C (2.886, -0.447, -2.473)  0.019
C (1.114, 0.636, -3.876)  0.005
C (-1.826, -1.863, 0.114)  0.035
C (-1.609, -2.620, 1.397)  0.005
C (-1.673, -2.921, -0.977)  0.017
C (-3.213, -1.267, 0.026)  0.040
C (0.107, 0.187, 2.378)  0.033
C (-1.312, 0.438, 2.892)  0.015
C (0.919, 1.418, 2.769)  0.023
C (0.793, -0.956, 3.124)  0.031
H (2.148, 0.897, 0.468)  0.012
H (-0.839, -0.634, -2.262)  0.012
H (3.027, 2.111, -1.353)  0.004
H (1.880, 2.858, -2.571)  0.009
H (3.372, 2.084, -3.061)  0.003
H (3.420, -0.407, -1.512)  0.001
H (3.631, -0.261, -3.268)  0.003
H (2.451, -1.452, -2.570)  0.001
H (0.224, 1.282, -3.846)  0.001
H (0.809, -0.367, -4.226)  0.000
H (1.782, 1.014, -4.649)  0.000
H (-0.606, -3.054, 1.336)  0.001
H (-2.424, -3.359, 1.560)  0.001
H (-1.638, -2.022, 2.283)  0.000
H (-0.583, -3.058, -1.178)  0.003
H (-2.103, -2.542, -1.893)  0.000
H (-2.131, -3.846, -0.656)  0.002
H (-3.287, -0.309, 0.624)  0.000
H (-3.893, -2.013, 0.453)  0.007
H (-3.477, -1.058, -1.019)  0.000
H (-1.798, 1.210, 2.282)  0.000
H (-1.205, 0.778, 3.923)  0.002
H (-1.888, -0.468, 2.861)  0.000
H (0.496, 2.377, 2.438)  0.012
H (1.969, 1.427, 2.442)  0.000
H (1.015, 1.456, 3.880)  0.003
H (0.401, -1.899, 2.935)  0.000
H (0.866, -0.659, 4.174)  0.005
H (1.850, -0.947, 2.820)  0.000
C (-1.280, 3.178, 0.230)  0.417
H (-0.730, 3.930, 0.807)  0.076
H (-1.907, 2.682, 0.973)  0.032
H (-1.706, 3.617, -0.685)  0.046

Forces on atoms 1 to 2 (eV/Å):
Pt -0.5498 1.0094 -0.5976
C 1.9446 -2.1969 0.3246